The following is a DFT calculation (wB97M-V/def2-TZVPD) of a single C24H31N3O4 molecule.

Positions of all 62 atoms, in Å:
C 1.48696 5.59884 3.36053
C 0.53465 4.72620 2.55785
O 1.16107 4.42820 1.32474
C 0.55975 3.53999 0.48866
C -0.70977 3.00436 0.67058
C -1.21391 2.07420 -0.22065
C -0.46211 1.66655 -1.31385
N -0.91293 0.71169 -2.23737
C -2.03465 -0.05402 -2.18638
O -2.88458 0.02283 -1.32249
C -2.10715 -1.10500 -3.29879
N -1.33802 -2.30422 -3.00371
C 0.09589 -2.17823 -3.18412
C 0.73477 -3.57071 -3.07112
N 0.44676 -4.22971 -1.81715
C 1.37343 -3.97256 -0.72618
C 1.85389 -2.52624 -0.56567
O 2.76148 -2.12564 -1.27242
C 1.23973 -1.64238 0.44474
C 1.84497 -0.39663 0.65734
C 1.35379 0.48553 1.58500
C 0.19986 0.17668 2.31350
O -0.22500 1.13873 3.16395
C -1.40079 0.94512 3.92940
C -1.15580 0.09852 5.17468
C -0.40906 -1.06116 2.11303
C 0.11741 -1.96071 1.20666
C -0.97291 -4.21586 -1.54950
C -1.62485 -2.83612 -1.68250
C 0.80011 2.22378 -1.51302
C 1.30367 3.14753 -0.62601
H 1.70752 6.50988 2.81094
H 2.41822 5.06756 3.53673
H 1.03718 5.85732 4.31498
H -0.40975 5.26093 2.38245
H 0.31992 3.79476 3.09926
H -1.32061 3.29847 1.50851
H -2.19531 1.65926 -0.06590
H -0.27845 0.55019 -3.00736
H -1.76503 -0.69595 -4.25245
H -3.15481 -1.40533 -3.39609
H 0.55310 -1.51120 -2.43348
H 0.29366 -1.77702 -4.18189
H 0.33040 -4.20040 -3.87054
H 1.81529 -3.48840 -3.19172
H 0.94019 -4.35539 0.19714
H 2.27901 -4.55456 -0.94750
H 2.72020 -0.14914 0.07587
H 1.83269 1.43527 1.75762
H -1.70284 1.95417 4.22593
H -2.19586 0.51654 3.30890
H -2.07280 0.02551 5.75279
H -0.82513 -0.90231 4.90866
H -0.38677 0.56041 5.78886
H -1.29669 -1.34129 2.65762
H -0.37128 -2.91674 1.09907
H -1.43424 -4.87936 -2.28990
H -1.16209 -4.62915 -0.55698
H -1.25484 -2.16446 -0.89122
H -2.70731 -2.92678 -1.57213
H 1.39330 1.92070 -2.36439
H 2.28307 3.57579 -0.76849

The frontier orbital gap is 8.25 eV. As for the spin multiplicity: 1. The value obtained for the relative energy (zero: lowest compared OMol25 entry of this formula, charge and spin) is 202.49 kJ/mol. The calculation puts the HOMO energy at -7.891 eV. Its strongest force on any atom is 0.47 eV/Å. Its SMILES is CCOc1ccc(NC(=O)CN2CCN(CC(=O)c3ccc(OCC)cc3)CC2)cc1.